ORCA calculation (wB97M-V/def2-TZVPD) on a molecular structure, C23H22FeN9S in a non-equilibrium geometry.

XYZ file:
```
56
Properties=species:S:1:pos:R:3:forces:R:3
Fe 0.55009 -0.40289 1.06492 -1.4 -1.3 2.1
N -2.52734 -0.44602 4.54972 0.5 0.5 0.0
C -1.68107 -0.61778 3.53851 -2.7 -1.2 -2.3
S -0.06752 -0.27877 3.78495 2.2 0.3 -0.6
N -2.26582 -1.17172 2.40859 1.2 0.8 1.5
N -1.28776 -1.57543 1.58357 0.2 -2.3 -0.8
C -1.40348 -2.74477 0.94295 -1.4 2.9 1.1
C -0.18363 -3.29275 0.44190 1.3 1.6 -1.0
C -0.17021 -4.44340 -0.32442 0.0 -0.4 0.6
C 1.04902 -4.95089 -0.73642 0.6 0.6 0.1
C 2.21053 -4.28219 -0.34140 0.3 0.2 1.0
C 2.14052 -3.12434 0.46138 -1.8 -0.4 -1.5
N 0.93891 -2.51236 0.70649 0.9 -2.4 0.2
H -2.27099 0.12626 5.31834 0.2 0.2 0.6
H -3.36953 -0.95855 4.60586 -0.9 -0.3 -0.2
H -2.40195 -3.23220 0.83750 1.0 0.2 0.5
H -1.11339 -4.96927 -0.47289 0.3 0.1 -0.2
H 1.12926 -5.83961 -1.33752 -0.1 -0.2 -0.1
H 3.20520 -4.69318 -0.54149 -0.5 0.1 0.0
H 3.06326 -2.71015 0.82744 0.0 0.5 0.1
C 3.20562 0.91854 0.37134 -1.1 -0.8 1.7
N 2.27142 0.97146 1.58410 0.8 -0.2 -0.6
C 1.77249 2.36227 1.90440 1.3 -0.8 1.2
C 0.35517 2.42718 1.52307 -2.2 0.6 -0.7
N -0.36832 1.38196 1.14162 0.0 0.1 -0.9
C -1.59637 1.83937 0.62678 0.0 1.4 0.4
C -2.64428 1.22141 -0.05241 0.2 -0.6 0.5
C -3.69850 2.00198 -0.49669 -0.4 1.4 -0.1
C -3.73034 3.43555 -0.31589 0.9 -0.6 0.7
C -2.71516 4.03377 0.43913 -0.8 -1.1 -0.2
C -1.68276 3.21506 0.86029 2.6 -0.4 0.0
N -0.36216 3.55578 1.35559 -1.6 -0.5 0.1
C 2.45929 0.54800 -0.83949 -1.5 -0.7 -2.6
N 1.29109 -0.13669 -0.77993 1.6 1.9 -2.0
C 0.81508 -0.23987 -2.14044 2.7 0.9 0.2
C -0.41090 -0.53615 -2.64229 -1.4 0.1 0.0
C -0.68824 -0.43977 -4.02285 -0.1 -1.1 1.2
C 0.32413 -0.05739 -4.86136 2.7 0.9 -1.1
C 1.66012 0.32159 -4.37889 -2.2 -0.1 -0.4
C 1.86355 0.25755 -3.00651 -1.0 0.3 0.7
N 2.84915 0.82946 -2.14353 -4.0 -2.6 1.8
H 3.66054 1.85889 0.31827 0.9 1.3 -0.6
H 3.96535 0.16916 0.55329 0.3 -0.2 0.2
H 2.80019 0.58716 2.37071 -0.3 0.4 -0.1
H 2.02435 2.62328 2.96557 -0.8 -0.7 -0.5
H 2.36418 3.13829 1.42434 -0.1 -0.1 -0.7
H -2.55880 0.13641 -0.09190 -0.7 0.1 -0.4
H -4.61261 1.60214 -0.93052 0.5 -0.4 -0.1
H -4.52738 4.08275 -0.71826 0.3 -0.8 0.4
H -2.78577 5.00114 0.86256 0.0 1.2 -0.3
H -0.12104 4.47567 1.65898 0.3 0.4 0.1
H -1.25020 -0.66021 -1.96625 0.1 -0.5 0.0
H -1.68313 -0.82232 -4.31837 0.7 0.8 -0.3
H 0.21547 0.06311 -5.96906 -0.2 -0.3 1.2
H 2.32635 0.75743 -5.12871 0.0 -0.3 0.6
H 3.66833 1.19601 -2.47463 2.5 1.2 -0.5
```
Forces are in eV/Å.

* LUMO level (spin up / spin down): -6.2 / -7.6 eV
* total charge: +2
* spin multiplicity: 6
* E: -82827.29567 eV
* orbital gap (spin up / spin down): 7.07 / 5.67 eV